The following is a quantum chemistry calculation of 18 unconnected molecules or ions with the total composition C72H144N12O6 at a distorted geometry, from the OMol25 dataset.

Values from the calculation:
Energy relative to the best compared isomer or geometry (same formula, charge and spin) (eV): 0.0000
Net charge: 0
Highest occupied orbital energy (eV): -9.58
Molecular weight (g mol⁻¹): 1274.022
LUMO level (eV): 0.26
E_tot (hartree): -3937.9824
Orbital gap (Eh): 0.361

Geometry as XYZ:
```
234
C72H144N12O6 ωB97M-V/def2-TZVPD
C -5.8671 6.1542 -1.6812
C -5.9151 4.6034 -1.4627
O -5.7904 3.9421 -2.7208
C -5.8891 2.4928 -2.6021
C -6.6553 2.1034 -3.9055
H -6.2109 6.6916 -0.8231
H -4.7884 6.4311 -1.9353
H -6.4970 6.4294 -2.5650
H -5.1913 4.1662 -0.7962
H -6.9208 4.2492 -1.0383
H -4.9044 1.9972 -2.5855
H -6.4986 2.1371 -1.7884
H -7.7304 2.2965 -3.7621
H -6.5108 1.0339 -4.0998
H -6.4029 2.7009 -4.7950
C -3.8454 -2.6324 3.8314
C -4.8262 -3.8160 4.0168
O -4.5108 -4.7697 2.9849
C -5.2436 -5.9577 3.0568
C -4.9167 -6.6702 1.7358
H -4.1701 -1.9960 2.9417
H -3.8030 -1.9768 4.6699
H -2.8128 -3.0388 3.7133
H -4.7166 -4.2813 5.0230
H -5.9344 -3.6114 3.8901
H -4.9573 -6.6298 3.8615
H -6.3191 -5.7929 3.1346
H -5.5743 -7.4997 1.3532
H -3.9690 -7.1104 1.7145
H -4.9533 -5.8988 0.9595
C -1.7306 0.4180 0.6223
C -0.8625 1.6581 0.5113
O 0.2319 1.3055 -0.3696
C 1.4122 0.7579 0.2584
C 2.4891 0.9011 -0.7369
H -1.1417 -0.4103 1.0945
H -2.5516 0.6089 1.2619
H -2.0659 0.2622 -0.3735
H -1.3879 2.4932 0.0351
H -0.3887 1.9659 1.4490
H 1.6014 1.3051 1.2258
H 1.2551 -0.2984 0.6043
H 3.4073 0.6004 -0.2273
H 2.6651 1.9831 -0.9697
H 2.2919 0.3384 -1.6962
C -5.8832 0.1059 4.1371
C -4.5706 0.6541 4.5331
O -4.0907 0.4971 5.9217
C -4.6822 1.4128 6.7894
C -3.8433 1.4187 8.1117
H -5.9719 0.1802 3.0303
H -6.1012 -0.9409 4.4867
H -6.6617 0.7216 4.5852
H -3.7902 0.1392 3.9663
H -4.4517 1.6764 4.2410
H -4.7184 2.4410 6.2989
H -5.7139 1.0989 6.9634
H -2.8716 1.9305 7.9615
H -3.6555 0.3382 8.3241
H -4.2819 1.9408 9.0127
C 4.4422 2.3132 7.1470
C 4.6304 1.8778 5.6858
O 5.5606 2.8172 5.1552
C 5.5050 2.6978 3.7413
C 6.6308 3.5707 3.1316
H 3.9365 3.2280 7.1889
H 3.8023 1.5370 7.6352
H 5.4155 2.5008 7.5924
H 5.1341 0.9220 5.4705
H 3.6933 1.9222 5.1815
H 5.5703 1.7047 3.4242
H 4.5079 2.9942 3.3379
H 6.4213 4.6476 3.4032
H 6.5841 3.5962 2.0138
H 7.7471 3.3603 3.3256
C 2.7055 -7.4604 0.4965
C 2.7752 -6.3257 -0.4431
O 2.2708 -5.2349 0.2427
C 2.4331 -4.0404 -0.4713
C 1.9300 -2.8183 0.2433
H 1.6369 -7.5961 0.7966
H 3.0120 -8.4043 0.0469
H 3.2759 -7.2809 1.4101
H 3.7858 -6.1319 -0.8884
H 2.1598 -6.5161 -1.3438
H 3.4283 -3.7637 -0.8116
H 1.9683 -4.2699 -1.4976
H 2.1930 -1.9434 -0.3825
H 2.5389 -2.6838 1.1397
H 0.8405 -2.7887 0.4673
C -0.7841 3.7477 -3.7854
C -2.1714 4.3467 -3.7796
C -2.8604 3.8714 -2.4609
C -2.2502 4.5027 -1.3084
N -1.6460 5.0231 -0.4945
H -0.0952 4.0737 -4.5421
H -0.7376 2.6823 -3.8760
H -0.3064 3.9301 -2.8333
H -2.8274 4.0076 -4.5910
H -2.1534 5.4391 -3.8968
H -2.7185 2.7817 -2.3753
H -3.9217 4.1048 -2.5036
C -4.2701 -2.6242 -0.8430
C -4.8154 -1.5955 0.0878
C -5.5604 -0.4963 -0.6917
C -6.8682 -0.9718 -1.1860
N -7.9853 -1.0655 -1.4667
H -4.9691 -2.9021 -1.6026
H -3.9601 -3.4596 -0.2284
H -3.3948 -2.1650 -1.3886
H -4.0662 -1.1596 0.7265
H -5.5835 -2.0964 0.6695
H -5.0061 -0.1936 -1.5676
H -5.8686 0.4826 -0.2406
C -0.0038 -5.4281 3.0834
C -1.2087 -5.9534 2.3991
C -1.2955 -5.4470 0.9162
C -1.5666 -4.0141 1.0356
N -1.7887 -2.9265 1.2164
H 0.0303 -5.8169 4.0928
H 0.0427 -4.3886 3.0399
H 0.8967 -5.8278 2.5939
H -2.1487 -5.6859 2.8591
H -1.1428 -7.0381 2.4162
H -2.0750 -5.9770 0.4167
H -0.2723 -5.6168 0.4535
C 5.1687 -0.7206 1.9566
C 5.1221 -1.9938 2.8136
C 5.6360 -3.1554 1.9583
C 6.9844 -2.9697 1.3864
N 7.9662 -2.7564 0.8302
H 4.8985 -0.9633 0.8940
H 6.0597 -0.2012 2.0196
H 4.4326 0.0410 2.2762
H 4.1068 -2.2801 3.1295
H 5.7161 -1.8723 3.7045
H 4.9839 -3.2849 1.0904
H 5.5362 -4.1153 2.4616
C -0.3837 -2.9250 -3.0074
C 0.3902 -1.6833 -2.5348
C 0.0141 -0.4884 -3.3695
C -1.3320 0.0456 -3.0560
N -2.3306 0.4382 -2.6340
H -0.2379 -3.1230 -4.0658
H -1.4334 -2.6440 -2.7325
H -0.0729 -3.8235 -2.4691
H 1.4767 -1.8442 -2.6524
H 0.2209 -1.5942 -1.4639
H -0.0626 -0.8211 -4.3889
H 0.6388 0.3795 -3.2854
C 2.6121 4.0381 1.6846
C 1.4130 4.5094 0.8422
C 1.6553 5.5051 -0.3159
C 2.6393 5.0042 -1.3381
N 3.4629 4.5965 -1.9991
H 3.4655 3.7512 1.0623
H 2.2931 3.1045 2.2638
H 2.9591 4.7659 2.4320
H 0.6861 5.0546 1.4734
H 0.9178 3.5483 0.4180
H 2.1230 6.3983 0.0497
H 0.7131 5.7698 -0.7712
C 1.5308 1.4473 -7.4264
C 2.9624 1.9484 -7.2400
C 3.1630 2.6579 -5.8602
C 3.2289 1.6753 -4.8194
N 3.4348 0.9873 -3.9199
H 1.1395 0.7450 -6.6468
H 1.4511 0.9580 -8.3862
H 0.8170 2.3495 -7.4084
H 2.9688 2.6492 -8.0520
H 3.7136 1.1167 -7.4184
H 2.3731 3.3927 -5.6362
H 4.1273 3.2088 -5.8572
C -2.2192 1.1090 -6.5631
C -2.1459 -0.2291 -7.2621
C -2.9643 -0.2261 -8.5675
C -2.3425 0.8020 -9.3848
N -1.6735 1.4910 -10.0148
H -1.6589 1.7971 -7.1380
H -1.8575 1.0221 -5.5906
H -3.2585 1.2877 -6.3851
H -2.5362 -1.0616 -6.6622
H -1.0731 -0.3729 -7.4977
H -4.0012 -0.0069 -8.4026
H -2.9478 -1.2284 -9.1469
C 1.3860 -1.5739 5.2231
C 0.5466 -1.3706 3.9434
C -0.5301 -0.4084 4.2330
C -0.0199 0.9876 4.1584
N 0.4652 1.9874 3.9611
H 2.2341 -2.2650 4.9797
H 0.7529 -2.0972 5.9538
H 1.8269 -0.6593 5.5610
H 0.0909 -2.3042 3.7517
H 1.1565 -1.0712 3.0858
H -0.8724 -0.6071 5.2456
H -1.4268 -0.5611 3.5957
C 5.9891 -4.8970 -4.8431
C 5.2177 -3.6685 -5.3372
C 5.4945 -2.3440 -4.6348
C 5.3619 -2.4775 -3.2373
N 5.2506 -2.6899 -2.1041
H 5.7525 -5.1881 -3.8256
H 7.0289 -4.6994 -4.8442
H 5.9590 -5.8011 -5.5439
H 4.0958 -3.8179 -5.2720
H 5.3538 -3.5622 -6.4467
H 4.8440 -1.6023 -5.0335
H 6.5067 -1.7912 -4.9289
C -3.8006 5.1458 4.3693
C -2.6126 4.2589 4.1637
C -2.4324 3.9221 2.6454
C -3.6071 3.2044 2.1444
N -4.6522 2.8369 1.8458
H -3.8305 5.9651 3.6266
H -3.6907 5.6466 5.3326
H -4.7024 4.6008 4.3192
H -2.7743 3.2998 4.7101
H -1.6964 4.6620 4.5620
H -1.5690 3.2871 2.4200
H -2.2939 4.8162 2.1026
C 7.7652 1.2464 -0.4373
C 6.7252 2.1494 -1.0135
C 5.8311 1.3933 -1.9582
C 6.6103 0.9480 -3.1513
N 7.0390 0.5125 -4.1236
H 7.3698 0.2648 -0.2416
H 8.2014 1.7287 0.4513
H 8.5770 1.2348 -1.1389
H 7.1538 2.9999 -1.5462
H 6.1102 2.6857 -0.2483
H 5.1177 2.1119 -2.3640
H 5.2307 0.5248 -1.6489
```